198
Properties=species:S:1:pos:R:3 method="wB97M-V/def2-TZVPD" de_lowest_kj_mol=200.4 smiles=COCCNCCOC.COCCNCCOC.COCCNCCOC.COCCNCCOC.COCCNCCOC.COCCNCCOC.COCCNCCOC.COCCNCCOC.O.O total_charge=0 total_energy_ha=-3695.132452
C 14.7054 -7.3315 19.5523
O 13.6009 -7.5747 18.7138
C 13.4140 -6.5364 17.7632
C 12.0236 -6.7418 17.1242
N 11.6517 -5.8177 16.0507
C 11.6430 -4.4207 16.4427
C 11.2287 -3.4976 15.3285
O 12.2121 -3.4826 14.2889
C 12.0027 -2.4200 13.3881
H 15.5930 -7.2763 18.9085
H 14.8657 -8.1583 20.2407
H 14.5938 -6.3841 20.0886
H 14.2555 -6.5388 17.0625
H 13.4127 -5.6419 18.3992
H 11.2382 -6.7383 17.8771
H 12.0409 -7.7293 16.6604
H 12.3338 -5.7936 15.2974
H 12.6744 -4.1348 16.6989
H 10.9779 -4.1715 17.2738
H 11.0804 -2.4826 15.7098
H 10.2739 -3.8249 14.9021
H 12.1403 -1.4814 13.9276
H 11.1001 -2.5076 12.7734
H 12.7683 -2.5512 12.6179
C 17.5791 -21.2799 20.9895
O 16.7716 -21.0302 19.8504
C 15.8903 -19.9368 19.9975
C 15.0895 -19.7252 18.7609
N 15.8659 -19.4475 17.5546
C 15.0248 -18.8448 16.5101
C 15.8743 -18.1093 15.4684
O 16.2554 -16.8915 16.0893
C 17.2245 -16.2020 15.2910
H 18.2199 -20.4179 21.2011
H 18.1934 -22.1650 20.8597
H 16.8534 -21.3934 21.8026
H 16.5143 -19.0461 20.1760
H 15.2790 -20.0134 20.9041
H 14.2763 -19.0166 18.9661
H 14.5115 -20.6444 18.5972
H 16.6185 -18.8068 17.7876
H 14.3385 -18.0450 16.8122
H 14.4618 -19.6409 16.0221
H 15.3958 -18.1374 14.4845
H 16.8150 -18.6574 15.3113
H 17.3889 -15.2579 15.8031
H 16.8682 -16.0375 14.2699
H 18.0672 -16.8992 15.2804
C 25.8188 -13.1487 16.6325
O 24.9194 -12.0922 16.8836
C 23.7599 -12.5591 17.5788
C 22.8161 -11.3706 17.7180
N 23.3441 -10.3904 18.6758
C 22.8476 -9.0344 18.4220
C 22.9918 -8.1461 19.6566
O 24.3340 -7.8951 20.0148
C 25.0387 -6.9997 19.2389
H 26.4048 -13.4016 17.5217
H 26.5556 -12.9140 15.8629
H 25.3487 -14.0734 16.2814
H 24.0367 -12.8864 18.5878
H 23.3256 -13.4294 17.0819
H 21.9027 -11.7396 18.1893
H 22.5597 -10.9357 16.7472
H 24.3547 -10.4302 18.7121
H 21.7775 -9.1961 18.2688
H 23.3368 -8.5978 17.5447
H 22.6364 -8.6897 20.5321
H 22.3937 -7.2414 19.4981
H 25.3816 -7.3825 18.2659
H 25.9715 -6.6921 19.7185
H 24.4864 -6.0719 19.0335
C 12.3619 -12.8369 11.2025
O 13.7020 -12.6917 10.8067
C 14.0604 -11.4844 10.1840
C 13.8547 -10.2510 11.0567
N 14.6658 -10.3742 12.2593
C 14.2816 -9.3942 13.2763
C 15.0922 -9.6297 14.5371
O 14.5969 -10.8044 15.2209
C 14.2572 -10.5159 16.5651
H 12.1819 -13.8901 11.4131
H 11.6502 -12.6096 10.3999
H 12.0565 -12.2578 12.0773
H 13.4213 -11.3440 9.3032
H 15.1095 -11.5095 9.8905
H 12.8073 -10.1963 11.3850
H 14.0522 -9.3901 10.4153
H 14.5287 -11.2999 12.6550
H 13.2520 -9.5662 13.6215
H 14.3854 -8.3926 12.8614
H 15.0215 -8.7783 15.2137
H 16.1309 -9.7882 14.2469
H 13.4262 -9.8116 16.6081
H 15.0543 -10.4250 17.3061
H 13.7982 -11.4434 16.9311
C 24.2109 -10.9783 10.0077
O 24.8536 -10.1676 10.9588
C 24.1991 -8.9211 11.1950
C 24.8804 -8.1274 12.3128
N 24.5094 -6.7265 12.2897
C 25.1373 -5.9050 11.2738
C 24.9254 -4.4294 11.5259
O 25.5787 -3.9853 12.6752
C 25.6418 -2.5982 12.8448
H 24.7341 -11.9317 9.9813
H 24.1475 -10.5456 9.0049
H 23.1789 -11.1911 10.3142
H 23.1625 -9.1702 11.4374
H 24.3586 -8.3651 10.2671
H 25.9381 -8.1965 12.0028
H 24.8429 -8.6376 13.2735
H 24.7039 -6.3930 13.2255
H 24.6747 -6.1942 10.3255
H 26.1853 -6.1916 11.0993
H 23.8537 -4.1918 11.5517
H 25.2839 -3.8576 10.6579
H 24.6442 -2.1464 12.8291
H 26.2749 -2.0876 12.1124
H 26.0507 -2.2863 13.8058
C 17.4625 -13.2756 12.2408
O 18.8109 -13.6345 12.2941
C 19.1986 -14.7567 11.5470
C 20.5559 -15.3327 11.7841
N 21.6610 -14.3811 11.5720
C 22.9017 -14.7344 12.2735
C 22.7876 -14.6262 13.7938
O 22.4165 -13.2752 14.1381
C 23.5190 -12.3756 14.1195
H 16.8922 -13.9966 12.8421
H 17.1690 -13.1210 11.1982
H 17.1637 -12.3672 12.7685
H 19.1545 -14.5414 10.4697
H 18.4464 -15.5131 11.8074
H 20.7339 -16.2173 11.1685
H 20.6332 -15.7254 12.8089
H 21.3104 -13.5389 12.0252
H 23.6550 -14.0165 11.9432
H 23.2814 -15.6967 11.9255
H 23.6783 -14.8295 14.3958
H 21.9793 -15.2072 14.2414
H 23.2915 -11.5844 14.8401
H 23.5611 -11.8631 13.1544
H 24.4381 -12.8575 14.4560
C 21.3660 -10.0465 13.6986
O 20.1834 -9.7766 14.3875
C 19.2033 -10.7782 14.4113
C 19.4960 -11.8990 15.3986
N 19.6139 -11.3336 16.7778
C 18.2734 -11.0584 17.3206
C 18.4132 -10.4045 18.6833
O 19.1094 -9.1601 18.5055
C 18.8859 -8.2026 19.5187
H 21.8741 -10.9466 14.0745
H 22.1745 -9.3197 13.7728
H 21.3011 -10.3123 12.6363
H 19.1025 -11.1757 13.3943
H 18.2365 -10.3173 14.6063
H 20.4254 -12.4070 15.1242
H 18.7651 -12.7082 15.4155
H 19.9671 -10.3948 16.6015
H 17.5991 -11.9075 17.4498
H 17.7723 -10.3162 16.6871
H 19.0781 -11.0200 19.2980
H 17.4492 -10.3102 19.1882
H 17.8504 -7.8662 19.6147
H 19.5501 -7.3660 19.3121
H 19.1828 -8.6586 20.4709
C 23.1758 -16.6879 16.9460
O 22.0836 -16.0625 17.5833
C 21.3033 -15.3549 16.6667
C 20.1179 -14.6960 17.3612
N 19.4501 -15.7356 18.1619
C 18.9000 -15.1240 19.3813
C 19.9174 -15.0377 20.5351
O 20.1414 -16.3507 21.0570
C 21.1515 -16.3980 22.0369
H 23.9070 -17.0700 17.6557
H 23.6374 -15.9722 16.2580
H 22.8356 -17.5494 16.3582
H 20.8573 -16.0515 15.9368
H 21.7579 -14.5943 16.0181
H 19.5159 -14.2616 16.5613
H 20.4736 -13.8699 17.9901
H 20.2542 -16.3008 18.4136
H 18.1432 -15.8026 19.7842
H 18.4006 -14.1714 19.2147
H 19.4204 -14.6312 21.4276
H 20.8119 -14.4575 20.2928
H 20.9656 -15.6494 22.8114
H 22.1242 -16.2756 21.5473
H 21.2199 -17.3967 22.4669
O 17.4197 -10.0895 11.7506
H 17.8906 -10.7363 11.2152
H 16.4706 -10.3460 11.6863
O 17.9611 -7.7873 13.9039
H 17.7198 -8.5310 13.3438
H 18.9005 -7.9262 14.0769

=====

210
Properties=species:S:1:pos:R:3 method="wB97M-V/def2-TZVPD" de_lowest_kj_mol=177.4 total_charge=0 total_energy_ha=-3620.491984
C 2.1659 2.1917 -4.7354
C 1.4504 1.7462 -6.0130
C 1.4345 0.2545 -6.2366
O 0.4898 -0.3373 -5.3087
C 0.5004 -1.7113 -5.2238
N 0.1471 2.3407 -6.1446
H 1.8762 1.6798 -3.7865
H 2.1499 3.2670 -4.4385
H 3.2313 1.9241 -4.7992
H 1.9929 2.1639 -6.8379
H 2.4201 -0.2890 -6.0907
H 1.2418 0.0818 -7.2913
H -0.1315 -2.1422 -4.4769
H 1.4986 -2.1319 -5.1682
H 0.0955 -2.1709 -6.0773
H -0.5907 1.9694 -5.5537
H -0.2204 2.2317 -7.1063
C 4.1477 2.7585 -1.9018
C 4.4791 1.7179 -0.8414
C 5.7830 1.8632 -0.1300
O 6.8635 2.0358 -1.1178
C 7.9878 2.6906 -0.5871
N 3.4447 1.5590 0.2195
H 4.9126 2.8776 -2.6617
H 4.0284 3.7333 -1.4339
H 3.1838 2.6098 -2.3706
H 4.5401 0.7606 -1.3323
H 5.9015 1.0350 0.6320
H 5.7647 2.7879 0.5485
H 7.7088 3.6344 -0.0725
H 8.6862 2.9164 -1.4611
H 8.5132 2.0513 0.2119
H 3.4296 2.3863 0.7968
H 2.5981 1.5641 -0.2836
C -2.5384 3.1109 -1.5456
C -2.3142 3.0875 -3.0666
C -2.9062 1.8576 -3.6056
O -2.4773 1.5892 -4.9773
C -2.5986 0.3296 -5.4632
N -3.0047 4.2337 -3.6209
H -2.2405 4.0816 -1.0881
H -1.9560 2.3005 -1.0573
H -3.5828 2.9245 -1.2714
H -1.2016 3.1857 -3.2148
H -3.9571 1.9056 -3.5279
H -2.6144 1.0930 -2.8829
H -2.2066 0.3553 -6.4882
H -3.6158 0.0324 -5.5326
H -2.0821 -0.4257 -4.8911
H -2.8389 4.3203 -4.6104
H -2.5740 4.9912 -3.1363
C -1.6483 4.0861 2.7319
C -2.0758 4.6247 4.1351
C -1.1761 4.0057 5.1625
O -1.6259 4.4460 6.4927
C -0.7938 3.9055 7.4899
N -1.9628 6.1078 4.1981
H -1.8297 3.0462 2.5517
H -0.5850 4.2976 2.5479
H -2.1342 4.6836 1.9974
H -3.0607 4.2232 4.3674
H -0.1611 4.0741 5.1238
H -1.3543 2.9291 5.1036
H -1.0590 4.3513 8.3932
H 0.2913 4.1933 7.3783
H -1.0285 2.8160 7.6302
H -2.0367 6.4558 5.1411
H -2.8124 6.5158 3.7723
C -5.8910 -1.2549 -1.7086
C -5.2010 -2.0123 -0.5163
C -5.8031 -3.3805 -0.3447
O -5.5284 -3.8206 0.9125
C -6.1982 -5.0521 1.1392
N -3.7666 -1.9509 -0.7571
H -6.2405 -1.9156 -2.4863
H -5.1125 -0.6432 -2.1997
H -6.6879 -0.5943 -1.3432
H -5.5139 -1.4402 0.3052
H -5.2987 -4.0368 -1.1660
H -6.8922 -3.4114 -0.6187
H -7.0414 -5.2282 0.4537
H -6.6246 -5.0011 2.1439
H -5.5074 -5.9517 1.0626
H -3.6026 -2.1996 -1.7436
H -3.3031 -2.6302 -0.1962
C -0.1705 -6.4240 -4.5724
C -0.8573 -5.4239 -3.6461
C 0.1664 -4.5810 -2.8727
O 1.0949 -5.5039 -2.2112
C 0.9900 -5.5545 -0.8148
N -1.7699 -4.5828 -4.4589
H 0.4182 -5.8460 -5.2621
H -0.9083 -7.0676 -4.9956
H 0.4841 -7.0334 -3.9442
H -1.3756 -5.9972 -2.8213
H -0.4700 -3.9441 -2.1738
H 0.6828 -3.8969 -3.5651
H 1.8534 -6.0988 -0.4766
H 0.1101 -6.0507 -0.4489
H 1.1282 -4.5801 -0.3358
H -2.6100 -4.3943 -3.9159
H -2.0497 -4.9778 -5.3546
C -6.7670 -1.3412 4.3939
C -6.8116 0.1046 3.9162
C -5.3980 0.7602 3.9718
O -5.0486 0.7534 5.3858
C -4.2131 1.7701 5.7708
N -7.3707 0.0972 2.4775
H -6.5187 -1.5655 5.4357
H -6.0548 -1.8200 3.7022
H -7.6936 -1.7986 4.1533
H -7.5028 0.6420 4.4971
H -5.5539 1.8008 3.6910
H -4.6322 0.1962 3.4368
H -4.1374 1.8006 6.9098
H -4.6739 2.6968 5.4181
H -3.1502 1.5885 5.5049
H -7.3322 1.0816 2.2314
H -6.7011 -0.4331 1.9331
C 5.8907 -1.5682 -3.7856
C 4.4763 -2.0938 -3.6945
C 4.4663 -3.2840 -2.7782
O 5.1882 -4.3924 -3.4335
C 5.1664 -5.5129 -2.6420
N 3.4947 -1.0930 -3.1858
H 6.6074 -2.2975 -4.0274
H 6.1840 -1.1348 -2.8372
H 6.0463 -0.6787 -4.4420
H 4.2359 -2.4688 -4.6963
H 3.4498 -3.6870 -2.5061
H 5.1221 -3.0722 -1.9080
H 5.7451 -5.4169 -1.6923
H 5.5928 -6.3905 -3.2586
H 4.1687 -5.7043 -2.2815
H 2.5493 -1.5425 -3.3044
H 3.6106 -0.2557 -3.7289
C 2.1767 6.6453 -3.5384
C 0.6761 6.7961 -3.1311
C 0.5103 6.5136 -1.6896
O 0.3540 5.0997 -1.5443
C 0.2826 4.6623 -0.1618
N 0.1515 8.1033 -3.5395
H 2.6508 5.7724 -3.1319
H 2.7738 7.4158 -3.0981
H 2.4079 6.5733 -4.5828
H 0.1598 6.0580 -3.7312
H -0.3862 7.0017 -1.3236
H 1.2183 6.9353 -0.9555
H -0.6081 5.0961 0.3175
H 1.1464 4.9305 0.4208
H 0.3223 3.5910 -0.1615
H 0.5944 8.8285 -2.9450
H -0.8873 8.1453 -3.2921
C -2.4623 -3.8286 5.5821
C -1.4737 -2.7350 5.5773
C -0.2626 -2.8786 4.5629
O 0.6340 -3.9330 4.8127
C 1.4264 -3.7098 5.9810
N -2.0869 -1.4259 5.4532
H -2.0078 -4.8628 5.7228
H -3.1034 -3.9452 4.6520
H -3.1734 -3.6595 6.4211
H -1.0683 -2.6523 6.5837
H 0.3135 -1.9717 4.6198
H -0.7167 -3.0141 3.5445
H 1.8566 -2.7166 5.9349
H 2.2521 -4.4127 5.9484
H 0.8032 -3.8497 6.8185
H -2.2051 -0.8703 6.2975
H -2.9383 -1.3801 4.9145
C 6.0515 -2.2558 1.3438
C 4.6041 -2.1536 1.7938
C 4.4293 -1.2428 2.9816
O 3.2445 -1.4959 3.7062
C 2.8213 -0.3965 4.5094
N 3.5553 -1.8617 0.7878
H 6.5327 -1.3441 1.0951
H 6.0310 -2.9588 0.4971
H 6.6174 -2.7694 2.1042
H 4.5199 -3.2446 2.0839
H 4.3204 -0.2382 2.6407
H 5.2263 -1.2883 3.8095
H 1.7511 -0.4517 4.5235
H 3.0399 0.6046 4.0238
H 3.0863 -0.5488 5.5245
H 3.5874 -0.9120 0.4589
H 3.4427 -2.6687 0.1461
C -1.5351 0.4843 1.6761
C -0.3748 -0.4710 1.3811
C -0.1099 -0.7281 -0.1178
O 0.1005 0.5205 -0.7623
C 0.2294 0.3611 -2.1580
N 0.9156 -0.0470 2.0361
H -1.7640 0.5302 2.7481
H -2.4453 0.1753 1.1092
H -1.2422 1.4703 1.2837
H -0.5759 -1.4910 1.7940
H -1.0887 -1.0831 -0.5844
H 0.6743 -1.4400 -0.2866
H 1.2477 0.0744 -2.4877
H 0.0741 1.2955 -2.6654
H -0.5494 -0.3396 -2.5018
H 1.3573 0.7910 1.6359
H 1.5826 -0.8042 2.0091
O -0.0466 0.9742 4.4775
H -0.4744 0.2665 4.9410
H 0.2890 0.6380 3.6077
O 1.3150 -3.2172 1.9228
H 2.0966 -2.6507 1.8547
H 1.2323 -3.4496 2.8608

=====

Let's list gap between HOMO and LUMO in order: 8.934 9.298 eV.